Formula: C4H10O
Source: the OMol25 dataset
Level of theory: the ωB97M-V functional and the def2-TZVPD basis

```
15
Properties=species:S:1:pos:R:3
C 2.009 -0.369 -0.387
O 0.680 -0.815 -0.418
C -0.298 0.187 -0.192
C -1.593 -0.352 -0.782
C -0.453 0.505 1.295
H 2.640 -1.256 -0.480
H 2.261 0.142 0.553
H 2.229 0.307 -1.226
H -0.002 1.109 -0.719
H -1.875 -1.265 -0.248
H -1.458 -0.599 -1.839
H -2.407 0.374 -0.688
H -1.300 1.182 1.451
H 0.437 0.984 1.715
H -0.641 -0.421 1.847
```

- Relative energy (zero: lowest compared OMol25 entry of this formula, charge and spin): 12.8 kcal/mol
- Structure (SMILES): COC(C)C
- Multiplicity: 1
- HOMO: -9.726 eV
- Kohn-Sham gap: 10.9 eV
- Max |F|: 0.0051 hartree/bohr

These are the Löwdin partial charges, in e, on atoms 1 to 6:
1 C -0.12
2 O -0.18
3 C -0.48
4 C -0.05
5 C -0.05
6 H 0.09